# 1
Molecular formula: C5H6NO2S
Method: DFT, ωB97M-V with the def2-TZVPD basis set

Positions of all 15 atoms, in Å:
S (-0.232, 1.511, -0.856)
O (-1.729, -0.062, -2.337)
O (1.183, -0.434, 2.127)
N (0.341, -0.332, 1.030)
C (-0.798, 0.302, 1.305)
C (-1.227, 1.338, 0.534)
C (-0.705, 0.059, -1.823)
C (0.507, -0.741, -1.467)
C (0.927, 0.116, -0.240)
H (2.005, 0.480, -0.184)
H (-2.113, 1.866, 0.772)
H (0.284, -1.759, -1.127)
H (1.495, -1.325, 2.320)
H (-1.197, -0.124, 2.220)
H (1.257, -0.897, -2.275)

Summary:
Frontier orbital gap   9.258 eV
Energy above the lowest of the compared OMol25 structures with the same formula, charge and spin   43.8 kcal/mol
E_LUMO   -4.50 eV
F_max   3.171 eV/A
Highest occupied orbital energy   -13.763 eV
Total charge   +1

# 2
Molecular formula: C5H6NO4S2
Method: DFT, ωB97M-V with the def2-TZVPD basis set

Positions of all 18 atoms, in Å:
S (-0.696, 0.525, 0.791)
S (0.789, -1.905, 0.068)
O (-1.915, 0.626, 1.610)
O (3.664, 2.193, -0.436)
O (3.344, -1.690, -0.249)
O (0.541, 0.821, 1.450)
N (2.225, 0.344, -0.410)
C (2.278, -1.062, -0.276)
C (3.059, 1.204, -0.371)
C (-0.960, 1.887, -0.510)
C (-1.873, -1.855, 0.174)
C (-0.757, -0.966, -0.196)
H (-1.984, -2.062, 1.310)
H (-0.128, 1.626, -1.068)
H (-2.785, -1.172, -0.121)
H (-1.714, 1.371, -0.978)
H (-1.113, 2.930, -0.405)
H (-1.974, -2.814, -0.383)

Summary:
Frontier orbital gap   6.851 eV
Energy above the lowest of the compared OMol25 structures with the same formula, charge and spin   53.4 kcal/mol
E_LUMO   3.37 eV
F_max   3.361 eV/A
Highest occupied orbital energy   -3.481 eV
Total charge   -1

# 3
Molecular formula: C5H6NO5P
Method: DFT, ωB97M-V with the def2-TZVPD basis set

Positions of all 18 atoms, in Å:
P (0.131, 1.589, -0.527)
O (-2.461, -0.841, -0.155)
O (0.396, 2.980, -0.999)
O (1.949, -1.780, -1.342)
O (-2.536, -1.026, 1.992)
O (-0.900, 0.878, -1.570)
N (0.421, -1.374, 0.170)
C (-0.362, -0.688, 1.119)
C (-0.143, 1.405, 1.202)
C (1.382, -0.928, -0.659)
C (1.599, 0.571, -0.841)
C (-1.849, -0.828, 0.998)
H (2.445, 0.865, -0.273)
H (-1.370, 0.029, -1.100)
H (1.918, 0.764, -1.941)
H (0.527, -2.351, 0.320)
H (-1.072, 1.705, 1.533)
H (-0.076, -0.970, 2.074)

Summary:
Frontier orbital gap   6.462 eV
Energy above the lowest of the compared OMol25 structures with the same formula, charge and spin   21.3 kcal/mol
E_LUMO   6.24 eV
F_max   4.797 eV/A
Highest occupied orbital energy   -0.222 eV
Total charge   -2

# 4
Molecular formula: C5H6NS
Method: DFT, ωB97M-V with the def2-TZVPD basis set

Positions of all 13 atoms, in Å:
S (-3.200, -0.764, 0.151)
N (-3.596, 0.950, 0.168)
C (-1.464, -0.394, -0.070)
C (-2.483, 1.361, 0.057)
C (0.218, 1.552, -0.217)
C (-1.182, 0.989, -0.144)
C (-0.506, -1.465, -0.099)
H (0.861, 0.669, 0.096)
H (0.513, -1.144, -0.010)
H (-0.388, -2.016, -1.088)
H (-0.908, -2.275, 0.562)
H (0.288, 2.344, 0.404)
H (0.514, 1.872, -1.205)

Summary:
Frontier orbital gap   8.194 eV
Energy above the lowest of the compared OMol25 structures with the same formula, charge and spin   65.9 kcal/mol
E_LUMO   -6.97 eV
F_max   3.817 eV/A
Highest occupied orbital energy   -15.165 eV
Total charge   +1

Which value of F_max does entry 4 give?
3.817 eV/A

What is the frontier orbital gap in the fourth record?
8.194 eV

The lowest frontier orbital gap belongs to which entry?
C5H6NO5P

Which value of energy above the lowest of the compared OMol25 structures with the same formula, charge and spin does entry 2 give?
53.4 kcal/mol